Record 1
{
  "formula": "C30H37N4O5S2",
  "method": "the ωB97M-V functional and the def2-TZVPD basis",
  "species": ["C", "H", "H", "H", "C", "N", "S", "O", "O", "C", "C", "C", "C", "C", "C", "H", "H", "C", "O", "N", "C", "N", "C", "C", "C", "C", "C", "C", "S", "O", "C", "H", "H", "H", "H", "H", "O", "C", "H", "H", "H", "C", "C", "N", "C", "C", "H", "H", "H", "H", "H", "C", "C", "H", "H", "H", "H", "H", "H", "H", "H", "H", "H", "H", "H", "C", "C", "C", "C", "C", "C", "H", "H", "H", "H", "H", "H", "H"],
  "positions_angstrom": [[-7.47009, -0.20599, 0.87641], [-7.19291, -0.58936, 1.85512], [-8.48710, 0.17348, 0.92260], [-7.43107, -1.02373, 0.16023], [-6.51983, 0.91469, 0.47078], [-5.13998, 0.46844, 0.44210], [-4.12981, 0.99048, 1.66353], [-4.71758, 2.15903, 2.23902], [-3.74143, -0.06558, 2.55079], [-2.64846, 1.49730, 0.76354], [-1.42998, 1.32212, 1.39406], [-0.26466, 1.66896, 0.73827], [-0.32830, 2.18267, -0.55671], [-1.56514, 2.41619, -1.15347], [-2.72934, 2.07044, -0.49056], [-3.69214, 2.23563, -0.94606], [-1.59808, 2.85579, -2.13817], [0.89392, 2.58053, -1.29322], [1.00712, 3.62458, -1.88582], [1.97474, 1.69508, -1.22826], [1.91502, 0.38980, -0.80219], [2.95135, -0.14812, -0.23213], [2.76456, -1.46732, 0.06494], [3.70082, -2.29298, 0.70902], [3.32314, -3.60174, 0.94267], [2.07182, -4.08389, 0.56086], [1.13381, -3.28220, -0.07365], [1.51002, -1.95774, -0.31634], [0.57289, -0.69740, -1.08074], [-0.09773, -3.65143, -0.48143], [-0.52936, -4.97498, -0.23429], [-1.54230, -5.02845, -0.62840], [0.10308, -5.70062, -0.75241], [-0.54480, -5.19266, 0.83660], [1.84225, -5.11460, 0.77364], [3.99569, -4.28601, 1.43230], [4.89177, -1.71350, 1.04452], [5.84574, -2.52047, 1.70758], [6.15470, -3.36425, 1.08557], [6.70436, -1.87709, 1.89224], [5.46066, -2.88937, 2.66138], [3.25058, 2.17149, -1.75678], [4.20461, 2.68634, -0.67598], [4.84679, 1.58775, 0.08185], [5.06606, 1.91224, 1.50911], [3.77336, 1.84284, 2.30582], [3.34466, 0.84571, 2.24539], [3.98490, 2.05844, 3.34925], [3.03931, 2.56739, 1.96232], [5.76212, 1.17401, 1.90920], [5.51673, 2.90365, 1.59175], [6.06743, 1.06772, -0.58134], [7.28444, 1.97285, -0.46706], [8.09687, 1.53546, -1.04034], [7.09564, 2.96436, -0.86968], [7.61955, 2.07253, 0.56092], [6.28174, 0.09493, -0.13438], [5.82832, 0.90751, -1.63391], [4.10712, 0.75385, 0.04529], [3.64097, 3.31726, 0.01177], [4.97318, 3.30313, -1.14414], [3.71117, 1.37290, -2.34137], [3.00034, 3.00464, -2.42130], [0.68763, 1.54478, 1.23374], [-1.41785, 0.89845, 2.38579], [-4.65984, -0.41471, -0.52239], [-5.31308, -0.59130, -1.74361], [-4.77119, -1.40868, -2.71810], [-3.57029, -2.06218, -2.50573], [-2.92884, -1.91099, -1.28850], [-3.46771, -1.10587, -0.30231], [-2.98188, -1.03828, 0.65606], [-2.00146, -2.42851, -1.09710], [-3.14770, -2.69180, -3.27336], [-5.29541, -1.52998, -3.65412], [-6.24708, -0.09295, -1.94388], [-6.55237, 1.71889, 1.20644], [-6.79735, 1.33212, -0.50206]],
  "forces_ev_per_angstrom": [[0.1808, 0.1555, -0.1246], [-0.0153, -0.0485, 0.0929], [-0.1157, -0.0079, -0.0046], [-0.0591, -0.0998, -0.0230], [-0.5906, 0.1411, 0.2350], [0.6482, 0.5811, 0.8030], [0.1519, 0.2313, -0.2465], [-0.1646, 0.1694, -0.1027], [0.0470, -0.1305, -0.2196], [-0.3157, -0.0734, 0.1784], [-0.0193, -0.0623, 0.1727], [-0.1469, 0.2440, -0.1163], [-0.4409, 0.1731, 0.2404], [0.1644, -0.0468, 0.0698], [-0.0355, 0.0939, -0.0392], [-0.1123, -0.0115, -0.1222], [-0.0361, 0.0547, -0.0922], [-0.0420, 0.0496, 0.0444], [-0.1343, 0.0770, -0.0371], [0.1818, 0.1738, -0.1645], [-0.2754, -0.7667, 0.0773], [-0.1622, 0.3842, -0.2269], [-0.4541, -0.8039, -0.0159], [-0.2008, -0.1004, -0.0541], [0.4093, 0.3536, 0.0719], [-0.5644, -0.0057, -0.2357], [0.3453, -0.0872, 0.2091], [0.2161, 0.1305, -0.0066], [0.5362, -0.1480, 0.1161], [0.0660, 0.3959, -0.1073], [-0.1152, -0.2938, 0.0474], [0.0668, -0.0478, 0.0432], [-0.0108, 0.0392, 0.0189], [0.0149, 0.0205, -0.0292], [-0.0562, -0.1177, 0.0026], [0.1035, -0.0507, 0.0636], [-0.3268, 0.2021, -0.1794], [0.1735, -0.1390, 0.1187], [-0.0234, 0.0200, 0.0080], [-0.0215, -0.0725, 0.0105], [-0.0059, 0.0097, -0.0253], [0.2084, 0.2683, -0.0549], [-0.2654, 0.2846, -0.3642], [-0.1280, -0.2907, 0.1014], [-0.0617, 0.1098, 0.5105], [0.1132, -0.0270, -0.0921], [-0.0749, -0.0795, 0.0413], [0.0108, 0.0371, 0.0730], [-0.1103, 0.0785, -0.0220], [0.0637, 0.0568, -0.1047], [0.0772, -0.0872, -0.0781], [0.5255, -0.0587, -0.1980], [-0.2071, -0.0412, 0.0154], [0.0623, -0.0309, -0.0419], [0.0328, 0.1183, -0.0359], [0.0507, 0.0265, 0.0929], [-0.1571, 0.0324, -0.0498], [-0.1010, -0.0651, 0.0578], [0.4261, 0.3780, 0.0324], [0.0861, -0.0207, 0.0007], [0.0058, -0.0417, 0.0917], [-0.0516, 0.0345, -0.0142], [0.1592, -0.2093, 0.1054], [0.0809, -0.0578, 0.0516], [0.1061, -0.0683, 0.1143], [0.4440, -0.6311, -0.4406], [-0.1110, 0.1908, 0.2025], [0.0557, -0.0435, -0.0362], [0.0273, -0.0501, -0.0655], [-0.0283, 0.0329, -0.0604], [-0.0544, -0.2458, -0.0585], [0.0926, -0.1421, 0.0098], [0.0688, -0.0683, 0.0416], [0.0311, -0.0676, -0.0762], [-0.0554, 0.0011, -0.0711], [-0.1141, 0.0697, 0.0047], [-0.1738, -0.0138, -0.2297], [0.1054, 0.0353, 0.0961]],
  "nbo_charge": [-0.620, 0.219, 0.223, 0.211, -0.224, -0.706, 2.325, -0.918, -0.926, -0.269, -0.210, -0.124, -0.184, -0.144, -0.186, 0.243, 0.241, 0.692, -0.547, -0.497, 0.310, -0.546, 0.049, 0.336, -0.277, -0.277, 0.280, -0.176, 0.469, -0.496, -0.257, 0.214, 0.186, 0.188, 0.236, 0.232, -0.526, -0.256, 0.189, 0.199, 0.189, -0.237, -0.236, -0.444, -0.213, -0.631, 0.223, 0.246, 0.210, 0.222, 0.216, -0.216, -0.634, 0.245, 0.215, 0.220, 0.231, 0.214, 0.485, 0.231, 0.230, 0.216, 0.277, 0.206, 0.252, 0.242, -0.285, -0.186, -0.229, -0.198, -0.291, 0.233, 0.218, 0.215, 0.221, 0.221, 0.251, 0.195],
  "mol_weight_g_mol": 597.8,
  "de_lowest_kcal_mol": 0.0,
  "e_tot_ev": -69573.2023,
  "charge": 1,
  "lumo_ev": -2.8
}

Record 2
{
  "formula": "C5H6O",
  "method": "the ωB97M-V functional and the def2-TZVPD basis",
  "species": ["C", "C", "O", "C", "C", "C", "H", "H", "H", "H", "H", "H"],
  "positions_angstrom": [[-0.87211, 0.59720, 0.60304], [-0.54742, -0.67226, -0.20445], [-0.92217, -0.53803, -1.56900], [0.36432, 1.45135, 0.66882], [1.42682, 0.48860, 0.35332], [0.95716, -0.70052, -0.08195], [-1.77076, 1.11427, 0.25173], [-1.05446, 0.35652, 1.66419], [-1.03297, -1.59164, 0.13535], [-0.58269, 0.31830, -1.86664], [2.48243, 0.73809, 0.42773], [1.55185, -1.56188, -0.38215]],
  "forces_ev_per_angstrom": [[-0.0539, 0.1223, -0.0505], [0.0960, -0.0370, 0.2950], [0.0229, 0.1508, -0.1349], [-0.0139, -0.4670, -0.0062], [0.0274, 0.0142, 0.0425], [0.0182, 0.1629, -0.0197], [0.1544, -0.0306, 0.0372], [-0.0048, 0.0430, -0.0975], [0.0925, 0.1226, 0.0379], [-0.0916, -0.1849, -0.0869], [-0.1644, -0.0624, 0.0196], [-0.0828, 0.1660, -0.0365]],
  "nbo_charge": [-0.599, 0.021, -0.692, 0.096, -0.386, -0.042, 0.240, 0.265, 0.196, 0.466, 0.219, 0.216],
  "mol_weight_g_mol": 82.1,
  "de_lowest_kcal_mol": 85.2,
  "e_tot_ev": -7325.5915,
  "lumo_ev": -0.8
}

Record 3
{
  "formula": "C2H7NO2",
  "method": "the ωB97M-V functional and the def2-TZVPD basis",
  "species": ["N", "O", "O", "H", "H", "H", "C", "C", "H", "H", "H", "H"],
  "positions_angstrom": [[-0.23694, -1.12060, -0.43028], [-1.61065, -1.04792, -0.78068], [0.60806, -0.75341, -1.46620], [0.64749, 0.22203, -1.46554], [-1.75907, -1.74639, -1.43497], [0.13313, -1.51382, 0.49272], [-0.17623, 0.61651, 0.84775], [0.93971, 1.31676, 0.63356], [1.91948, 0.86832, 0.71853], [0.91776, 2.35295, 0.33290], [-1.14611, 1.08633, 0.79084], [-0.23663, -0.28074, 1.76137]],
  "forces_ev_per_angstrom": [[-0.0042, -0.0660, -0.6915], [1.3718, -0.4145, 0.6685], [-0.5734, -1.3058, 0.7952], [-0.0372, 0.3314, 0.5947], [0.1249, -0.1285, 0.1145], [-1.0800, 0.2884, -2.7339], [-0.2347, -1.0896, 4.7618], [0.2888, -0.1163, -0.4299], [0.1124, 0.0843, 0.4746], [-0.1602, -0.0151, -0.5095], [-0.1803, -0.0437, -0.3604], [0.3722, 2.4754, -2.6840]],
  "nbo_charge": [-0.101, -0.551, -0.549, 0.468, 0.469, 0.407, -0.327, -0.566, 0.195, 0.206, 0.207, 0.142],
  "mol_weight_g_mol": 77.1,
  "de_lowest_kcal_mol": 170.1,
  "e_tot_ev": -7766.1502,
  "lumo_ev": 1.0
}

Record 4
{
  "formula": "C3H7N3O",
  "method": "the ωB97M-V functional and the def2-TZVPD basis",
  "species": ["C", "N", "C", "N", "C", "O", "N", "H", "H", "H", "H", "H", "H", "H"],
  "positions_angstrom": [[1.75321, 0.85565, -0.57367], [0.34608, 0.62761, -0.35157], [-0.19598, -0.40290, 0.22690], [0.37770, -1.46959, 0.75106], [-1.74273, -0.32139, 0.29193], [-2.30641, -1.28535, 0.83535], [-2.08700, 0.80511, -0.27495], [2.14288, 0.20299, -1.36408], [2.32588, 0.67856, 0.34533], [1.90674, 1.89314, -0.87363], [-0.29013, -2.13010, 1.14324], [1.36773, -1.65937, 0.75287], [-0.51708, 1.22494, -0.60766], [-3.08089, 0.98071, -0.30115]],
  "forces_ev_per_angstrom": [[0.1314, 0.0138, 0.0030], [-0.1412, -0.2208, 0.1344], [0.1247, 0.0743, -0.0427], [-0.0464, 0.0654, -0.0575], [-0.0703, 0.1385, -0.0626], [0.0750, 0.1563, -0.0849], [-0.2520, -0.2310, 0.1338], [-0.0468, 0.0900, 0.0983], [-0.0800, 0.0349, -0.1270], [-0.0252, -0.1523, 0.0361], [0.0668, 0.0911, -0.0503], [-0.1922, 0.0986, -0.0289], [0.5641, -0.0013, -0.0451], [-0.1079, -0.1573, 0.0934]],
  "nbo_charge": [-0.428, -0.553, 0.459, -0.759, 0.550, -0.708, -0.888, 0.204, 0.199, 0.227, 0.448, 0.403, 0.474, 0.370],
  "mol_weight_g_mol": 101.1,
  "de_lowest_kcal_mol": 19.9,
  "e_tot_ev": -9742.1707,
  "lumo_ev": 0.5
}

no.,Kohn-Sham gap (Eh),HOMO (eV)
1,0.2797,-10.4
2,0.2814,-8.5
3,0.3329,-8.1
4,0.3303,-8.5